Entry 1:
# C22H33CoGeN4O

A structure of composition C22H33CoGeN4O (ωB97M-V/def2-TZVPD, the Open Molecules 2025 dataset).

Properties
HOMO energy (alpha / beta) ... -16.002 / -16.002 eV
Orbital gap (alpha / beta) ... 8.34 / 7.17 eV
ΔE to the lowest compared entry with this formula, charge and spin ... 0.0 kJ/mol
Total charge ... +3
Calculated total energy ... -125476.600 eV
Lowest unoccupied orbital energy (alpha / beta) ... -7.7 / -8.8 eV
Spin multiplicity ... 4

Atoms and positions in Å:
Co (8.762, 0.437, -0.313)
C (8.768, 0.465, 3.902)
C (8.998, -0.145, 2.565)
O (8.390, 0.321, 1.556)
N (9.820, -1.175, 2.447)
C (10.013, -1.943, 1.218)
C (11.017, -1.341, 0.260)
C (12.311, -1.813, 0.185)
C (13.200, -1.238, -0.716)
C (12.765, -0.199, -1.523)
C (11.458, 0.226, -1.402)
N (10.597, -0.331, -0.533)
H (7.694, 0.524, 4.076)
H (9.156, 1.484, 3.895)
H (9.239, -0.095, 4.706)
H (10.266, -1.511, 3.289)
H (9.042, -2.067, 0.730)
H (10.341, -2.938, 1.506)
H (12.623, -2.631, 0.820)
H (14.216, -1.601, -0.787)
H (13.421, 0.275, -2.238)
H (11.077, 1.034, -2.014)
C (-12.675, -1.463, 3.607)
C (-11.497, -2.262, 3.064)
C (-11.053, -1.826, 1.668)
C (-10.542, -0.372, 1.651)
Ge (-9.813, 0.119, -0.064)
C (-10.719, 1.351, -1.244)
C (-11.905, 0.472, -1.677)
C (-11.405, -0.944, -1.951)
C (-12.493, -1.968, -2.228)
H (-13.009, -1.872, 4.559)
H (-13.523, -1.497, 2.919)
H (-12.421, -0.417, 3.781)
H (-11.764, -3.319, 3.014)
H (-10.646, -2.192, 3.748)
H (-11.897, -1.925, 0.978)
H (-10.270, -2.502, 1.311)
H (-9.734, -0.249, 2.379)
H (-11.332, 0.337, 1.902)
H (-8.438, -0.438, -0.435)
H (-10.072, 1.613, -2.080)
H (-11.023, 2.261, -0.730)
H (-12.390, 0.876, -2.566)
H (-12.660, 0.446, -0.888)
H (-10.851, -1.341, -1.039)
H (-10.657, -0.936, -2.748)
H (-13.209, -2.013, -1.407)
H (-12.080, -2.962, -2.387)
H (-13.034, -1.679, -3.130)
N (6.070, 5.711, -4.639)
C (6.497, 4.886, -3.965)
C (7.027, 3.851, -3.125)
C (7.413, 4.134, -1.817)
C (7.911, 3.111, -1.042)
N (8.037, 1.852, -1.505)
C (7.661, 1.584, -2.771)
C (7.155, 2.551, -3.609)
H (7.323, 5.132, -1.412)
H (8.214, 3.291, -0.019)
H (7.769, 0.562, -3.114)
H (6.863, 2.300, -4.619)

Need the Mulliken charges? In units of e they are: number 1, Co, carries 0.4874; number 2, C, carries -1.0697; number 3, C, carries 0.8723; number 4, O, carries -0.7275; number 5, N, carries -0.0237; number 6, C, carries -1.5587; number 7, C, carries 1.4072; number 8, C, carries -0.7701; number 9, C, carries -0.2751; number 10, C, carries -0.8405; number 11, C, carries 0.1691; number 12, N, carries -0.1994; number 13, H, carries 0.3369; number 14, H, carries 0.3093; number 15, H, carries 0.3512; number 16, H, carries 0.2810; number 17, H, carries 0.3398; number 18, H, carries 0.5317; number 19, H, carries 0.4038; number 20, H, carries 0.4511; number 21, H, carries 0.4239; number 22, H, carries 0.4116; number 23, C, carries -1.1592; number 24, C, carries -0.6212; number 25, C, carries -0.5057; number 26, C, carries -0.7961; number 27, Ge, carries 0.4048; number 28, C, carries -0.9130; number 29, C, carries -0.4568; number 30, C, carries 0.0720; number 31, C, carries -1.4892; number 32, H, carries 0.3658; number 33, H, carries 0.2935; number 34, H, carries 0.3182; number 35, H, carries 0.3341; number 36, H, carries 0.3340; number 37, H, carries 0.1862; number 38, H, carries 0.4769; number 39, H, carries 0.4531; number 40, H, carries 0.4583; number 41, H, carries 0.1313; number 42, H, carries 0.4059; number 43, H, carries 0.4591; number 44, H, carries 0.4334; number 45, H, carries 0.3092; number 46, H, carries -0.0710; number 47, H, carries 0.4577; number 48, H, carries 0.3441; number 49, H, carries 0.3829; number 50, H, carries 0.3916; number 51, N, carries -0.2927; number 52, C, carries -0.2984; number 53, C, carries 0.8711; number 54, C, carries -0.5782; number 55, C, carries -0.0380; number 56, N, carries -0.3134; number 57, C, carries -0.0704; number 58, C, carries -0.5598; number 59, H, carries 0.4988; number 60, H, carries 0.4909; number 61, H, carries 0.4861; number 62, H, carries 0.4924

---

Entry 2:
# C22H33F3N2O

A cluster of 2 separate species, C22H33F3N2O in total (ωB97M-V/def2-TZVPD, the Open Molecules 2025 dataset).

Properties
HOMO energy ... -7.089 eV
Orbital gap ... 5.57 eV
ΔE to the lowest compared entry with this formula, charge and spin ... 0.0 kJ/mol
Structure (SMILES) ... CC(C)(C)C1=CC(=CC(F)(F)F)C=C(C(C)(C)C)C1=O.C=C1N(C)CCN1C
Calculated total energy ... -36528.588 eV
Lowest unoccupied orbital energy ... -1.5 eV

Atoms and positions in Å:
C (1.731, -0.462, -4.471)
C (0.663, -0.796, -3.420)
C (-0.707, -0.590, -4.057)
C (0.790, -2.276, -3.029)
C (0.839, 0.098, -2.171)
C (-0.137, 0.936, -1.707)
C (0.026, 1.761, -0.538)
C (-1.029, 2.567, -0.103)
C (-0.919, 3.510, 0.993)
F (-2.101, 4.197, 1.192)
F (-0.633, 2.894, 2.214)
F (0.070, 4.474, 0.844)
C (1.294, 1.700, 0.142)
C (2.310, 0.881, -0.253)
C (3.648, 0.816, 0.517)
C (3.874, -0.604, 1.049)
C (3.651, 1.772, 1.708)
C (4.809, 1.205, -0.404)
C (2.121, 0.029, -1.441)
O (3.040, -0.741, -1.818)
H (2.729, -0.659, -4.069)
H (1.577, -1.073, -5.370)
H (1.661, 0.596, -4.748)
H (-1.508, -0.853, -3.356)
H (-0.834, 0.450, -4.381)
H (-0.806, -1.235, -4.941)
H (0.042, -2.523, -2.267)
H (0.625, -2.912, -3.907)
H (1.788, -2.472, -2.625)
H (-1.098, 1.020, -2.222)
H (-1.949, 2.613, -0.664)
H (1.403, 2.352, 1.007)
H (3.939, -1.312, 0.219)
H (4.803, -0.639, 1.628)
H (3.041, -0.893, 1.700)
H (3.528, 2.811, 1.377)
H (2.858, 1.516, 2.421)
H (4.612, 1.697, 2.232)
H (4.650, 2.217, -0.794)
H (5.749, 1.189, 0.159)
H (4.878, 0.507, -1.242)
C (-2.648, 0.664, 2.937)
C (-3.061, -0.578, 2.475)
N (-2.539, -1.793, 2.817)
C (-1.407, -1.960, 3.670)
C (-3.081, -2.875, 2.041)
C (-4.248, -2.215, 1.302)
N (-4.032, -0.815, 1.544)
C (-4.932, 0.184, 1.066)
H (-3.139, 1.552, 2.565)
H (-1.899, 0.698, 3.715)
H (-1.438, -1.209, 4.461)
H (-1.438, -2.959, 4.115)
H (-0.455, -1.852, 3.131)
H (-2.343, -3.270, 1.326)
H (-3.409, -3.704, 2.683)
H (-4.242, -2.441, 0.228)
H (-5.210, -2.554, 1.716)
H (-4.405, 1.137, 0.974)
H (-5.313, -0.115, 0.085)
H (-5.789, 0.332, 1.739)

Need the Mulliken charges? In units of e they are: number 1, C, carries -1.6744; number 2, C, carries 2.1175; number 3, C, carries -2.0537; number 4, C, carries -1.6524; number 5, C, carries -0.3912; number 6, C, carries -0.6134; number 7, C, carries 0.0988; number 8, C, carries -0.7168; number 9, C, carries 0.5729; number 10, F, carries -0.3137; number 11, F, carries -0.1861; number 12, F, carries -0.2532; number 13, C, carries -0.5789; number 14, C, carries -0.4642; number 15, C, carries 2.1116; number 16, C, carries -1.5999; number 17, C, carries -2.0719; number 18, C, carries -1.6977; number 19, C, carries 1.6711; number 20, O, carries -0.7550; number 21, H, carries 0.3551; number 22, H, carries 0.4475; number 23, H, carries 0.3507; number 24, H, carries 0.3858; number 25, H, carries 0.3880; number 26, H, carries 0.4134; number 27, H, carries 0.3318; number 28, H, carries 0.4462; number 29, H, carries 0.3607; number 30, H, carries 0.4991; number 31, H, carries 0.4197; number 32, H, carries 0.5900; number 33, H, carries 0.3587; number 34, H, carries 0.4479; number 35, H, carries 0.2660; number 36, H, carries 0.4081; number 37, H, carries 0.4032; number 38, H, carries 0.4177; number 39, H, carries 0.3478; number 40, H, carries 0.4495; number 41, H, carries 0.3579; number 42, C, carries -1.6790; number 43, C, carries 1.2122; number 44, N, carries 0.1056; number 45, C, carries -1.0747; number 46, C, carries -0.5993; number 47, C, carries -0.6447; number 48, N, carries 0.2117; number 49, C, carries -1.0014; number 50, H, carries 0.2894; number 51, H, carries 0.0849; number 52, H, carries 0.3792; number 53, H, carries 0.3147; number 54, H, carries 0.2807; number 55, H, carries 0.2755; number 56, H, carries 0.3408; number 57, H, carries 0.3470; number 58, H, carries 0.2978; number 59, H, carries 0.2380; number 60, H, carries 0.3160; number 61, H, carries 0.3110

---

Entry 3:
# C22H33F3N4O11

A cluster of 7 separate species, C22H33F3N4O11 in total (ωB97M-V/def2-TZVPD, the Open Molecules 2025 dataset).

Properties
HOMO energy ... -11.085 eV
Orbital gap ... 10.88 eV
Structure (SMILES) ... O=C1OC[C@@H](F)O1.O=C1OC[C@@H](F)O1.O=C1OC[C@@H](F)O1.C[N+](=O)[O-].CCCC#N.CCCC#N.CCCC#N
Calculated total energy ... -59980.235 eV
Lowest unoccupied orbital energy ... -0.2 eV

Atoms and positions in Å:
O (-3.358, -0.297, -3.930)
C (-3.713, 0.891, -3.728)
O (-3.024, 1.984, -4.090)
C (-3.557, 3.144, -3.360)
C (-4.981, 2.616, -2.920)
F (-5.976, 3.081, -3.766)
O (-4.866, 1.179, -3.113)
H (-2.934, 3.270, -2.523)
H (-3.550, 4.040, -3.958)
H (-5.374, 2.871, -1.921)
O (-1.030, -0.796, 2.546)
C (-1.634, -1.577, 3.212)
O (-2.646, -1.233, 4.072)
C (-2.835, -2.305, 4.983)
C (-2.564, -3.424, 4.012)
F (-3.578, -3.723, 3.189)
O (-1.503, -2.978, 3.254)
H (-2.140, -2.231, 5.864)
H (-3.905, -2.442, 5.322)
H (-2.268, -4.333, 4.553)
O (3.426, 3.307, -0.698)
C (3.635, 2.186, -1.093)
O (4.821, 1.668, -1.445)
C (4.642, 0.382, -2.098)
C (3.167, 0.007, -1.696)
F (3.222, -0.914, -0.712)
O (2.628, 1.215, -1.234)
H (4.772, 0.473, -3.163)
H (5.306, -0.333, -1.673)
H (2.543, -0.437, -2.497)
C (-0.536, -0.551, -0.839)
N (-0.637, 0.601, -1.762)
O (0.236, 0.848, -2.591)
O (-1.738, 1.189, -1.655)
H (0.457, -0.806, -0.761)
H (-1.158, -1.379, -1.346)
H (-0.909, -0.194, 0.138)
C (0.191, -3.036, -3.381)
C (0.538, -2.549, -4.799)
C (0.134, -1.092, -5.127)
C (1.292, -0.211, -4.993)
N (2.329, 0.250, -4.895)
H (0.539, -2.350, -2.599)
H (0.710, -3.983, -3.228)
H (-0.911, -3.168, -3.348)
H (0.058, -3.216, -5.544)
H (1.618, -2.524, -4.882)
H (-0.695, -0.619, -4.601)
H (-0.159, -1.093, -6.206)
C (4.301, -0.459, 3.018)
C (2.817, -0.152, 3.171)
C (1.997, -1.153, 4.000)
C (2.067, -2.539, 3.511)
N (2.049, -3.567, 2.930)
H (4.860, -0.392, 3.986)
H (4.667, 0.347, 2.412)
H (4.376, -1.436, 2.637)
H (2.301, -0.203, 2.198)
H (2.661, 0.831, 3.654)
H (0.966, -0.930, 3.842)
H (2.300, -1.088, 5.013)
C (0.568, 1.889, 2.658)
C (-0.316, 3.097, 2.398)
C (-1.805, 2.701, 2.136)
C (-2.466, 2.151, 3.328)
N (-3.081, 1.781, 4.239)
H (1.482, 2.284, 2.983)
H (0.703, 1.331, 1.755)
H (0.030, 1.204, 3.336)
H (0.033, 3.631, 1.471)
H (-0.373, 3.858, 3.164)
H (-1.833, 1.868, 1.419)
H (-2.390, 3.537, 1.770)

Need the Mulliken charges? In units of e they are: number 1, O, carries -0.5981; number 2, C, carries 0.8006; number 3, O, carries -0.2900; number 4, C, carries -0.2780; number 5, C, carries 0.2409; number 6, F, carries -0.3128; number 7, O, carries -0.3266; number 8, H, carries 0.1676; number 9, H, carries 0.3558; number 10, H, carries 0.2729; number 11, O, carries -0.2809; number 12, C, carries 0.3520; number 13, O, carries -0.2776; number 14, C, carries -0.4357; number 15, C, carries 0.1826; number 16, F, carries -0.2808; number 17, O, carries -0.2739; number 18, H, carries 0.2861; number 19, H, carries 0.2984; number 20, H, carries 0.3175; number 21, O, carries -0.5406; number 22, C, carries 0.5242; number 23, O, carries -0.3691; number 24, C, carries -0.4721; number 25, C, carries 1.2267; number 26, F, carries -0.3278; number 27, O, carries -0.1233; number 28, H, carries 0.3151; number 29, H, carries 0.3541; number 30, H, carries -0.6644; number 31, C, carries -0.2764; number 32, N, carries 1.0355; number 33, O, carries -0.5115; number 34, O, carries -0.5801; number 35, H, carries 0.1720; number 36, H, carries 0.2277; number 37, H, carries -0.1218; number 38, C, carries -0.7088; number 39, C, carries -0.6232; number 40, C, carries 0.3100; number 41, C, carries 0.2619; number 42, N, carries -0.5646; number 43, H, carries -0.0449; number 44, H, carries 0.3725; number 45, H, carries 0.3054; number 46, H, carries 0.3855; number 47, H, carries 0.3448; number 48, H, carries -0.2643; number 49, H, carries 0.3310; number 50, C, carries -1.5403; number 51, C, carries 0.3900; number 52, C, carries 0.4483; number 53, C, carries 0.1855; number 54, N, carries -0.6035; number 55, H, carries 0.3376; number 56, H, carries 0.4291; number 57, H, carries 0.3922; number 58, H, carries -0.1586; number 59, H, carries 0.2176; number 60, H, carries -0.6020; number 61, H, carries 0.5368; number 62, C, carries -0.4351; number 63, C, carries -0.9445; number 64, C, carries 0.2728; number 65, C, carries 0.1382; number 66, N, carries -0.5409; number 67, H, carries 0.3049; number 68, H, carries 0.1867; number 69, H, carries 0.1338; number 70, H, carries 0.3561; number 71, H, carries 0.3999; number 72, H, carries -0.2240; number 73, H, carries 0.4261

---

no.,maximum force (eV/Å)
1,0.08
2,3.45
3,4.49